Entry from OMol25: a single C3H3NO2S2 molecule at a distorted geometry (ωB97M-V/def2-TZVPD).

The geometry in XYZ format:
```
11
Properties=species:S:1:pos:R:3:forces:R:3
C -1.691792 0.665512 -0.011065 0.058 -0.886 0.151
C -0.180093 0.380252 -0.007205 -0.339 -1.627 -0.408
C 2.880786 0.405511 0.122071 1.429 -0.343 0.824
H -1.829321 -1.614668 0.353557 -1.084 0.710 -0.414
H 0.406302 1.276652 -0.050965 0.251 0.372 0.091
H 3.972121 0.068044 0.501965 -1.847 0.782 -0.919
N 0.292098 -0.822478 -0.059876 -0.274 1.683 0.094
O -2.077660 1.795505 -0.069460 0.132 0.267 -0.090
O 2.525213 1.550172 0.008100 0.313 -1.151 0.083
S -2.853349 -0.706526 0.048470 1.678 -0.495 0.403
S 1.964124 -1.133833 -0.080804 -0.318 0.689 0.186
```
Forces are in eV/Å.

Output
Kohn-Sham gap: 9.25 eV
LUMO: -0.79 eV
Structure (SMILES): O=CS/N=C/C(=O)S
Total charge: 0
HOMO: -10.04 eV
ΔE to the lowest compared entry with this formula, charge and spin: 30.7 kcal per mole
Energy: -30413.5446 eV